--- 1 ---
21
Properties=species:S:1:pos:R:3:nbo_charge:R:1 method="wB97M-V/def2-TZVPD" homo_lumo_gap_ev=7.860
C -0.31 -0.18 0.77 -0.49
N -1.14 -0.87 1.72 0.53
O -1.74 -0.25 2.61 -0.43
O -1.32 -2.06 1.60 -0.41
H -0.79 0.76 0.49 0.21
H -0.29 -0.79 -0.13 0.30
H 0.68 -0.02 1.20 0.21
C -2.18 -1.96 -2.69 -0.49
N -1.60 -0.78 -1.96 0.57
O -1.77 0.30 -2.49 -0.31
O -0.94 -1.01 -0.95 -0.41
H -1.91 -1.89 -3.74 0.25
H -3.24 -1.87 -2.48 0.24
H -1.92 -2.91 -2.22 0.24
C 3.12 2.17 1.49 -0.50
N 1.97 1.66 0.69 0.53
O 0.83 1.65 1.19 -0.37
O 2.33 1.12 -0.31 -0.37
H 2.69 2.56 2.41 0.22
H 3.68 2.96 1.00 0.23
H 3.85 1.42 1.80 0.24

---

--- 2 ---
21
Properties=species:S:1:pos:R:3:nbo_charge:R:1 method="wB97M-V/def2-TZVPD" smiles="C[N+](=O)[O-].C[N+](=O)[O-].C[N+](=O)[O-]" homo_lumo_gap_ev=11.319
C -0.94 -5.13 -3.68 -0.50
N -0.05 -4.16 -4.37 0.54
O 0.96 -4.60 -4.83 -0.37
O -0.40 -3.01 -4.59 -0.39
H -0.41 -6.04 -3.40 0.24
H -1.55 -5.46 -4.52 0.23
H -1.63 -4.65 -2.98 0.24
C -2.16 1.13 -0.78 -0.49
N -1.59 -0.12 -0.11 0.53
O -2.24 -1.12 -0.08 -0.37
O -0.45 -0.07 0.33 -0.39
H -1.97 2.00 -0.16 0.24
H -3.22 0.90 -0.79 0.23
H -1.78 1.21 -1.80 0.24
C 2.78 3.66 4.22 -0.49
N 2.14 4.74 4.99 0.55
O 1.47 5.56 4.41 -0.40
O 2.39 4.80 6.13 -0.36
H 3.60 3.20 4.77 0.24
H 3.09 4.17 3.31 0.24
H 1.97 2.99 3.93 0.24

---

Energetically preferred structure: 2 | next structure: +122.5 kcal/mol

---

--- 1 ---
110
Properties=species:S:1:pos:R:3:mulliken_charge:R:1 method="wB97M-V/def2-TZVPD" charge=-2 homo_lumo_gap_ev=5.445
Cs -0.24 0.14 -0.36 1.20
I -7.33 3.89 5.01 -0.09
C -5.45 3.65 4.05 -0.39
C -4.60 4.75 3.95 -0.44
C -3.38 4.56 3.33 -0.17
I -2.08 6.22 3.16 -0.08
C -2.90 3.33 2.78 0.04
O -1.79 3.22 2.20 -0.49
C -3.84 2.23 2.95 0.43
C -3.44 0.88 2.41 -0.80
N -3.86 0.64 1.02 0.21
C -4.94 -0.27 0.74 -0.91
C -4.59 -1.25 -0.37 0.55
C -5.36 -2.39 -0.60 -0.81
C -4.97 -3.28 -1.58 -0.34
C -3.82 -3.00 -2.32 -0.79
C -3.14 -1.83 -2.04 0.01
N -3.52 -0.97 -1.10 -0.02
C -5.06 2.41 3.56 -0.18
H -4.89 5.71 4.34 0.33
H -3.86 0.09 3.04 0.69
H -2.36 0.80 2.46 -0.34
H -3.93 1.50 0.51 0.20
H -5.88 0.24 0.46 0.27
H -5.17 -0.86 1.63 0.33
H -6.25 -2.57 0.00 0.41
H -5.53 -4.19 -1.76 0.39
H -3.46 -3.69 -3.07 0.45
H -2.24 -1.56 -2.59 0.35
H -5.74 1.57 3.66 0.41
Br -1.85 1.95 -2.85 -0.11
C -1.42 1.25 -4.60 0.26
C -1.84 1.98 -5.67 -0.59
C -1.57 1.50 -6.97 -0.54
C -0.92 0.31 -7.14 -0.88
C -0.49 -0.45 -6.02 1.00
C 0.18 -1.68 -6.19 -0.90
C 0.62 -2.37 -5.08 -0.98
C 0.40 -1.86 -3.79 -0.33
C -0.26 -0.67 -3.51 0.25
C -0.71 0.02 -4.69 -0.45
H -2.37 2.91 -5.53 0.45
H -1.89 2.09 -7.83 0.37
H -0.72 -0.08 -8.13 0.30
H 0.35 -2.06 -7.19 0.28
H 1.14 -3.31 -5.22 0.42
H 0.76 -2.47 -2.95 0.43
C 3.81 0.03 3.63 -0.44
C 4.07 0.70 2.45 -0.69
C 3.72 0.13 1.24 -0.57
C 3.07 -1.11 1.19 0.55
C 2.79 -1.76 2.38 -0.04
C 3.18 -1.21 3.59 -0.77
P 2.60 -1.71 -0.49 0.36
C 4.28 -2.33 -0.97 -0.33
C 5.17 -2.92 -0.07 -0.20
C 6.39 -3.42 -0.50 -0.64
C 6.74 -3.35 -1.84 -0.39
C 5.85 -2.79 -2.75 -0.59
C 4.63 -2.29 -2.31 -0.41
C 1.65 -3.21 -0.17 0.33
C 1.96 -4.52 -0.52 -0.25
C 0.99 -5.49 -0.31 -0.70
C -0.24 -5.13 0.24 -0.49
C -0.50 -3.80 0.57 -1.06
C 0.43 -2.76 0.37 -0.25
H 4.08 0.47 4.59 0.35
H 4.53 1.68 2.47 0.39
H 3.94 0.64 0.31 0.37
H 2.26 -2.71 2.36 0.35
H 2.98 -1.74 4.52 0.45
H 4.89 -2.99 0.98 0.35
H 7.07 -3.86 0.21 0.38
H 7.69 -3.73 -2.18 0.34
H 6.12 -2.74 -3.80 0.38
H 3.93 -1.85 -3.02 0.41
H 2.92 -4.78 -0.96 0.38
H 1.18 -6.53 -0.58 0.31
H -1.00 -5.89 0.38 0.31
H -1.49 -3.57 0.98 0.43
C -0.08 5.46 0.03 -1.05
N 0.48 4.99 -1.22 0.40
C -0.19 4.90 -2.43 -0.45
C 0.65 4.36 -3.32 -0.66
N 1.84 4.12 -2.67 0.31
C 3.00 3.52 -3.27 -0.89
C 1.74 4.53 -1.37 -0.14
Se 3.06 4.53 -0.11 -0.40
H -1.12 5.73 -0.13 0.30
H 0.47 6.33 0.39 0.34
H -0.03 4.68 0.79 0.35
H -1.22 5.20 -2.53 0.47
H 0.50 4.09 -4.35 0.51
H 3.38 4.15 -4.08 0.32
H 2.75 2.53 -3.67 0.32
H 3.77 3.41 -2.51 0.23
C 0.97 -0.46 7.38 -1.71
C 0.55 -0.39 5.94 1.40
C 0.58 0.81 5.24 -0.92
C 0.15 0.84 3.92 -0.55
N -0.28 -0.24 3.27 0.28
C -0.29 -1.39 3.93 -0.50
C 0.11 -1.52 5.26 -0.70
H 1.65 0.35 7.64 0.38
H 1.46 -1.41 7.60 0.39
H 0.10 -0.38 8.03 0.32
H 0.92 1.72 5.72 0.37
H 0.11 1.77 3.36 0.68
H -0.62 -2.26 3.37 0.23
H 0.08 -2.48 5.75 0.38

---

--- 2 ---
110
Properties=species:S:1:pos:R:3:mulliken_charge:R:1 method="wB97M-V/def2-TZVPD" charge=-2 homo_lumo_gap_ev=5.284
Cs -0.38 0.00 0.23 1.62
I 5.28 -4.57 -5.25 -0.06
C 3.69 -3.72 -4.19 -0.45
C 2.39 -3.90 -4.63 -0.30
C 1.34 -3.34 -3.92 -0.40
I -0.61 -3.63 -4.58 -0.03
C 1.52 -2.56 -2.74 -0.25
O 0.58 -2.03 -2.07 -0.23
C 2.90 -2.40 -2.34 0.49
C 3.12 -1.58 -1.09 -0.36
N 2.63 -0.21 -1.19 0.84
C 3.50 0.77 -1.78 -1.27
C 3.26 2.15 -1.20 0.64
C 4.26 3.11 -1.25 -0.91
C 4.03 4.36 -0.70 -0.46
C 2.79 4.61 -0.13 -0.74
C 1.85 3.59 -0.13 -0.31
N 2.08 2.39 -0.65 0.30
C 3.94 -2.96 -3.04 -0.21
H 2.19 -4.49 -5.51 0.33
H 4.19 -1.55 -0.84 0.55
H 2.62 -2.04 -0.25 -0.74
H 1.72 -0.22 -1.63 -0.41
H 3.41 0.85 -2.88 0.38
H 4.54 0.49 -1.59 0.43
H 5.22 2.87 -1.70 0.45
H 4.80 5.12 -0.71 0.37
H 2.55 5.57 0.32 0.42
H 0.87 3.74 0.30 0.38
H 4.96 -2.82 -2.70 0.43
Br -2.57 2.83 0.90 -0.16
C -3.24 3.49 -0.75 0.11
C -4.24 4.43 -0.69 -0.60
C -4.82 4.91 -1.89 -0.43
C -4.39 4.43 -3.09 -0.95
C -3.37 3.45 -3.16 1.44
C -2.96 2.92 -4.41 -0.96
C -1.97 1.97 -4.45 -0.81
C -1.36 1.52 -3.25 -0.62
C -1.71 1.95 -1.98 0.69
C -2.74 2.96 -1.97 -0.95
H -4.58 4.80 0.27 0.39
H -5.60 5.66 -1.84 0.36
H -4.84 4.78 -4.02 0.31
H -3.44 3.27 -5.31 0.28
H -1.65 1.56 -5.40 0.38
H -0.60 0.75 -3.37 0.31
C 3.69 4.43 6.08 -0.41
C 2.56 4.84 5.39 -0.60
C 1.91 3.97 4.53 -0.30
C 2.37 2.67 4.34 -0.33
C 3.51 2.26 5.04 0.06
C 4.17 3.14 5.90 -0.68
P 1.42 1.60 3.17 0.48
C 2.61 0.22 2.96 0.44
C 3.68 0.42 2.09 -0.35
C 4.61 -0.58 1.87 -0.51
C 4.46 -1.82 2.49 -0.64
C 3.39 -2.03 3.34 -0.64
C 2.47 -1.02 3.58 -0.33
C 0.10 0.88 4.20 -0.46
C 0.01 1.11 5.58 -0.37
C -1.04 0.56 6.30 -0.66
C -1.96 -0.23 5.62 -0.72
C -1.83 -0.45 4.26 -0.83
C -0.80 0.09 3.46 0.30
H 4.20 5.11 6.75 0.35
H 2.18 5.85 5.53 0.38
H 1.03 4.30 3.98 0.40
H 3.88 1.26 4.91 0.33
H 5.05 2.80 6.43 0.39
H 3.77 1.37 1.56 0.34
H 5.44 -0.41 1.19 0.34
H 5.17 -2.61 2.30 0.33
H 3.24 -3.00 3.80 0.38
H 1.62 -1.19 4.23 0.54
H 0.76 1.72 6.09 0.30
H -1.12 0.74 7.37 0.37
H -2.80 -0.66 6.17 0.35
H -2.58 -1.09 3.79 0.47
C -3.29 -2.09 -2.30 -1.26
N -4.17 -1.16 -1.61 0.37
C -4.31 0.17 -1.96 -0.39
C -5.11 0.74 -1.04 -0.78
N -5.44 -0.24 -0.13 0.34
C -6.28 -0.06 1.03 -1.04
C -4.88 -1.42 -0.49 -0.18
Se -5.11 -3.04 0.37 -0.39
H -3.36 -1.89 -3.37 0.30
H -3.60 -3.10 -2.07 0.27
H -2.25 -1.95 -1.99 0.55
H -3.79 0.58 -2.80 0.60
H -5.41 1.77 -0.93 0.51
H -6.40 1.01 1.20 0.31
H -5.80 -0.52 1.90 0.36
H -7.25 -0.54 0.89 0.34
C 1.47 -6.62 3.37 -1.66
C 1.13 -5.35 2.64 1.22
C 0.46 -4.31 3.28 -0.72
C 0.15 -3.16 2.56 -0.14
N 0.46 -3.00 1.28 0.48
C 1.08 -4.00 0.66 -0.34
C 1.44 -5.18 1.30 -1.07
H 1.56 -6.45 4.44 0.38
H 2.41 -7.04 3.01 0.38
H 0.70 -7.37 3.21 0.31
H 0.18 -4.38 4.32 0.40
H -0.36 -2.32 3.04 -0.03
H 1.28 -3.86 -0.39 0.40
H 1.96 -5.95 0.75 0.44

---

Energetically preferred structure: 2 | next structure: +21.5 kcal/mol

---

--- 1 ---
21
Properties=species:S:1:pos:R:3:nbo_charge:R:1 method="wB97M-V/def2-TZVPD" homo_lumo_gap_ev=8.954
C 0.09 1.24 1.68 0.61
C -0.35 -0.43 0.46 0.22
C -0.68 -0.16 -0.90 0.17
C 1.54 1.29 1.78 -0.76
C 0.25 -1.65 0.99 -0.67
C -0.82 1.22 -1.43 -0.63
C -0.54 -1.26 -1.92 -0.64
O -0.65 1.97 2.28 -0.53
O -1.68 -0.45 0.16 -0.50
H 1.82 2.30 2.17 0.24
H 1.94 0.99 0.73 0.23
H 1.87 0.51 2.44 0.25
H 1.31 -1.74 0.52 0.21
H -0.21 -2.48 0.65 0.22
H 0.15 -1.71 2.02 0.23
H -0.96 2.06 -0.74 0.24
H -1.70 1.27 -2.08 0.22
H 0.02 1.48 -2.01 0.21
H 0.57 -1.27 -2.34 0.21
H -1.08 -0.95 -2.87 0.22
H -0.89 -2.24 -1.60 0.24

---

--- 2 ---
21
Properties=species:S:1:pos:R:3:nbo_charge:R:1 method="wB97M-V/def2-TZVPD" homo_lumo_gap_ev="7.091 / 7.922"
C -0.20 0.19 -1.11 -0.28
C 0.88 1.01 -1.84 -0.60
C -1.37 0.99 -0.80 -0.39
C -0.10 -0.45 1.58 0.52
C 0.62 -0.48 0.17 0.13
C -1.39 0.19 1.76 -0.62
C 1.54 -1.47 -0.17 -0.42
O 0.99 0.39 1.24 -0.51
O 0.14 -1.53 2.39 -0.68
H 0.81 -2.07 1.93 0.48
H -0.47 -0.69 -1.69 0.21
H 1.23 1.83 -1.21 0.22
H 0.50 1.42 -2.77 0.21
H 1.74 0.36 -2.05 0.21
H -1.67 0.56 0.65 0.24
H -1.25 2.04 -0.60 0.20
H -2.34 0.68 -1.17 0.21
H -2.16 -0.48 2.12 0.23
H -1.35 1.13 2.29 0.23
H 1.32 -2.18 -0.95 0.20
H 2.55 -1.44 0.23 0.21

---

--- 3 ---
21
Properties=species:S:1:pos:R:3:nbo_charge:R:1 method="wB97M-V/def2-TZVPD" smiles="C/C(=C/O)[C@@]1(O)C[C@H]1C" homo_lumo_gap_ev=7.509
C -2.07 1.54 0.49 -0.61
C -0.85 0.87 -0.12 -0.19
C 0.17 1.71 -0.49 0.16
O 1.14 1.53 -1.42 -0.67
C -0.76 -0.56 0.05 0.33
O -1.81 -1.30 0.64 -0.71
C 0.16 -1.42 -0.74 -0.47
C 0.90 -1.07 0.52 -0.27
C 2.39 -1.02 0.45 -0.61
H -2.97 1.29 -0.08 0.20
H -2.24 1.23 1.53 0.21
H -1.98 2.63 0.50 0.22
H 0.14 2.76 -0.24 0.17
H 1.05 0.65 -1.82 0.47
H -2.68 -0.99 0.36 0.49
H -0.12 -2.47 -0.80 0.22
H 0.53 -1.08 -1.72 0.21
H 0.63 -1.23 1.56 0.23
H 2.78 -0.92 -0.57 0.20
H 2.79 -0.21 1.07 0.21
H 2.79 -1.96 0.83 0.22

---

--- 4 ---
21
Properties=species:S:1:pos:R:3:nbo_charge:R:1 method="wB97M-V/def2-TZVPD" smiles="CC(C)=C=O.CC(C)=O" homo_lumo_gap_ev=8.917
C 1.03 0.51 1.87 -0.61
C 1.28 -0.35 0.66 -0.28
C 2.31 0.16 -0.32 -0.60
C 0.52 -1.38 0.34 0.67
O 0.37 -2.46 -0.11 -0.48
H 0.68 1.50 1.58 0.23
H 1.96 0.63 2.43 0.22
H 0.30 0.04 2.53 0.22
H 2.05 1.17 -0.62 0.22
H 3.29 0.22 0.17 0.22
H 2.40 -0.48 -1.19 0.22
C -2.21 -0.18 0.46 -0.76
C -1.18 0.61 -0.64 0.65
C -1.10 -0.09 -1.97 -0.74
O -0.78 1.70 -0.39 -0.56
H -2.99 -0.62 -0.14 0.21
H -2.63 0.68 0.97 0.22
H -2.00 -0.91 1.24 0.23
H -0.14 0.15 -2.41 0.24
H -1.94 0.24 -2.59 0.25
H -1.21 -1.16 -1.88 0.24

---

Energetically preferred structure: 4 | next structure: +34.4 kcal/mol

---

--- 1 ---
13
Properties=species:S:1:pos:R:3:nbo_charge:R:1 method="wB97M-V/def2-TZVPD" homo_lumo_gap_ev="8.782 / 8.781"
C -2.02 0.18 -0.31 -0.62
C -0.66 -0.56 0.12 -0.70
N 2.20 -0.48 1.10 -0.88
O 0.53 1.80 -0.26 -0.89
O 1.18 -0.09 -1.63 -0.90
S 0.69 0.39 -0.38 2.14
Br 3.69 -0.52 0.08 0.23
H -2.04 -0.03 -1.39 0.23
H -2.95 -0.13 0.02 0.23
H -1.99 1.24 0.11 0.24
H -0.42 -1.52 -0.40 0.27
H -0.47 -0.72 1.24 0.27
H 2.26 0.43 1.69 0.36

---

--- 2 ---
13
Properties=species:S:1:pos:R:3:nbo_charge:R:1 method="wB97M-V/def2-TZVPD" homo_lumo_gap_ev="8.228 / 7.609"
C 1.34 0.39 -0.53 -0.63
C 1.17 -0.57 0.64 -0.49
N -2.91 2.34 -0.52 -0.58
O -0.68 -2.70 0.97 -0.86
O -0.06 -2.07 -1.39 -0.86
S -0.36 -1.70 -0.01 1.71
Br -2.47 0.74 0.13 0.27
H 0.28 0.87 -0.58 0.22
H 2.07 1.11 -0.10 0.22
H 1.77 0.05 -1.37 0.23
H 0.71 -0.27 1.58 0.23
H 2.00 -1.23 0.90 0.23
H -2.86 3.04 0.28 0.32

---

Energetically preferred structure: 1 | next structure: +27.6 kcal/mol